The following is a quantum chemistry calculation of a molecular structure, C4H14N2O at a distorted geometry, from OMol25.

```
! RIJCOSX wB97M-V def2-TZVPD def2/J DEFGRID3
* xyz 0 1
C -1.0047 -0.7354 1.2431
C -0.5985 -0.4703 -0.2776
C 0.4236 0.5969 -0.4747
C 2.3306 0.9238 0.5049
N 2.3578 -0.2365 1.2970
N -1.7307 -0.8043 -1.1301
H -0.2839 -1.2732 1.8753
H -1.1411 0.2161 1.7117
H -1.9593 -1.2355 1.2829
H 0.1202 -1.3839 -0.4294
H 0.0589 1.6001 -0.2228
H 0.6203 0.5801 -1.5684
H 3.0794 1.1306 -0.2819
H 2.2982 1.8397 1.1443
H 1.3670 0.0423 0.0488
H 2.8063 -1.0188 0.8000
H -2.0519 0.7046 -1.3338
H 0.5114 -2.1806 -0.3370
H -1.7882 -1.8064 -1.2103
H -3.1204 1.8546 -1.5914
O -2.2951 1.6561 -1.0507
*
```

- electronic energy (Eh) = -345.1696
- HOMO-LUMO gap (eV) = 7.098

Atomic partial charges in e from the Löwdin method, atoms 1 to 4: -0.035, -0.510, -0.116, -0.144